A molecular structure, C36H50CsGeN7O5, computed with ωB97M-V/def2-TZVPD.

Computed properties:
E = -4258.266994 hartree
HOMO-LUMO gap = 3.3 eV
ΔE to the lowest compared entry with this formula, charge and spin = 280.1 kJ/mol
net charge = 0

Each line ends with the Mulliken charge.
Cartesian coordinates (Å):
C 4.724 0.638 -5.371  -0.5814
O 0.411 3.768 0.072  -0.5640
H 1.823 2.184 -4.537  -0.2392
H -0.804 3.220 -2.242  -0.0841
H -0.783 2.920 -7.063  0.4659
H 1.862 3.023 -2.403  0.0643
H -1.378 4.926 -2.385  0.3762
C 5.392 1.763 3.155  -0.5701
H -0.635 -4.247 4.185  0.4063
O -3.523 -0.784 2.835  -0.7274
N -4.328 -5.434 4.524  -0.4892
C -0.132 6.038 -0.298  -1.4051
N 1.708 -1.317 2.595  -0.2251
N 2.862 1.955 -0.908  -0.1896
H 5.182 0.092 -6.186  0.3864
C -1.576 -0.168 -6.131  -1.3004
H 0.844 6.282 0.121  0.3546
H 0.188 -0.058 4.107  0.3581
H -2.284 -0.824 -5.615  0.3514
H -2.677 -3.807 5.543  0.5141
C -2.047 -2.986 5.219  -0.4562
H 4.940 0.072 4.427  0.4829
H 2.876 0.964 -6.414  0.3269
C 3.433 1.128 -5.499  -0.6030
C 3.602 2.511 -0.058  0.0741
C -2.991 2.303 -4.874  -1.2532
H -1.848 -4.358 0.635  0.2568
H -2.007 -1.773 -1.064  0.2539
C -0.218 4.559 -0.612  0.7111
H -3.404 -2.940 2.169  0.1391
H 6.224 2.118 3.750  0.4226
H 0.688 2.039 -6.649  0.2085
H -4.866 -4.816 0.695  0.4116
H -0.345 6.657 -1.168  0.3874
C 3.960 1.924 1.261  0.4732
H -5.330 -3.485 2.234  0.2472
H -0.646 -0.725 -6.279  0.3525
C -3.845 -5.154 0.863  -1.1521
O -1.919 0.519 1.923  -0.8275
H -3.014 -0.563 -0.606  0.3315
C 2.791 -0.949 3.132  -0.1080
H -5.958 -3.718 3.788  0.2959
H 4.546 4.235 -2.330  0.3623
C -1.155 4.120 -1.685  -0.4831
H 0.543 0.925 -3.183  0.2682
C 4.830 1.530 -3.141  -0.3745
C 5.425 0.841 -4.186  -0.7850
H -3.589 1.785 -4.118  0.3114
H -1.268 -2.007 1.246  -0.0901
H -2.952 -3.999 -0.683  0.4400
C -0.159 2.587 -6.228  -1.1438
C 2.381 -2.762 4.362  -0.6294
C -0.082 -2.181 4.073  -0.1391
H 5.378 1.678 -2.215  0.2917
N -2.160 -1.055 -0.367  -0.2084
C 3.616 0.238 2.750  0.5235
H -2.816 -5.841 2.591  0.2561
C 2.892 2.782 -2.128  1.3004
H -3.739 -6.103 0.341  0.4345
C -1.586 -0.637 5.159  -0.7762
H -1.868 0.382 5.386  0.3348
H -2.097 3.820 -1.208  0.3594
H -3.539 2.281 -5.822  0.3810
C -4.472 -4.977 3.269  0.6558
H 5.554 3.300 1.649  0.5228
N 3.250 0.864 1.641  -0.0619
H -1.163 0.676 -2.631  -0.2233
C -2.267 -1.630 0.980  -0.3541
N -3.689 -5.424 2.308  -0.1095
O 3.287 -1.655 4.176  -0.4413
C -3.260 -2.772 1.099  -0.2723
H -4.674 -4.865 5.280  0.2654
C -2.883 -4.074 0.405  -0.3462
N -5.465 -4.121 3.009  -0.3829
H -1.993 0.086 -7.113  0.3631
H -3.507 -5.970 4.750  0.2317
H -0.887 6.255 0.462  0.3259
H 0.221 3.472 -5.712  0.3405
H -2.882 3.345 -4.560  0.3412
C -0.911 -3.231 4.459  -0.2711
Ge -1.218 1.442 -5.011  0.3314
C -0.496 1.246 -3.292  -0.6026
C -2.617 -0.525 2.020  0.3208
C 3.694 4.031 -1.687  -0.6143
C -0.430 -0.885 4.432  0.1392
C 4.684 0.633 3.540  -0.6503
H -3.299 -1.493 6.123  0.3554
Cs 0.099 1.166 0.798  1.0875
C 1.225 -2.475 3.367  -0.1856
H 1.078 -3.325 2.700  0.7275
H 6.433 0.458 -4.078  0.3727
O 4.200 3.695 -0.365  -0.5145
H 2.919 -3.683 4.143  0.2954
C 5.028 2.423 1.998  -0.7709
H -4.220 -2.414 0.701  0.2969
H 3.077 4.923 -1.595  0.2524
C -2.392 -1.689 5.566  -0.5114
C 2.839 1.821 -4.450  0.3835
H 2.050 -2.768 5.398  0.3597
C 3.535 2.026 -3.268  -0.1672